1.
# C20H27N3O5S

A cluster of 2 separate species, C20H27N3O5S in total (ωB97M-V with the def2-TZVPD basis set, the OMol25 dataset).

```
56
Properties=species:S:1:pos:R:3:mulliken_charge:R:1
O 0.031 0.697 2.947 -0.52
O -3.775 0.282 0.517 -0.69
O -4.878 -2.825 -2.036 -0.67
O -1.060 2.475 3.794 -0.49
O 2.324 2.067 -1.658 -0.38
S -0.090 -1.452 0.140 0.08
C 0.050 1.855 3.331 0.74
C -3.473 -0.781 -0.006 0.69
C -3.934 -2.552 -2.763 0.10
C 3.325 2.639 -2.401 -0.47
C 4.514 2.578 -1.730 -0.61
C 4.238 1.920 -0.480 -0.19
C 2.899 1.648 -0.481 0.22
C 2.547 4.590 4.123 -0.53
C 3.700 4.149 3.478 -0.63
C 1.374 3.836 4.051 -0.70
C 3.666 2.958 2.756 -0.08
C 1.323 2.619 3.337 0.39
C 2.499 2.197 2.667 -0.17
N -3.984 -2.941 -4.042 -0.15
N 2.591 0.993 1.978 -0.36
N -2.944 -0.763 -1.234 -0.03
C 0.164 -2.902 1.191 -1.15
C -3.659 -2.056 0.796 -0.88
C -2.985 -2.733 -5.092 -0.80
C 2.109 0.934 0.579 -0.32
C -0.232 -2.204 -1.498 -1.14
C -1.596 -2.837 -1.787 -0.39
C -2.679 -1.829 -2.225 -0.28
H -1.773 1.833 3.651 0.35
H 3.190 3.079 -3.385 0.44
H 5.472 2.952 -2.076 0.40
H 4.944 1.663 0.303 0.56
H 2.561 5.520 4.684 0.39
H 4.617 4.727 3.539 0.38
H 0.493 4.207 4.569 0.41
H 4.568 2.607 2.271 0.25
H -4.833 -3.427 -4.292 0.30
H 2.112 0.269 2.521 0.40
H -2.811 0.179 -1.562 0.25
H -0.678 -3.586 1.092 0.39
H 1.083 -3.411 0.901 0.37
H 0.244 -2.581 2.230 0.35
H -4.434 -1.881 1.539 0.35
H -2.727 -2.286 1.302 0.08
H -3.957 -2.889 0.172 0.33
H -2.866 -1.666 -5.293 0.28
H -3.312 -3.224 -6.011 0.33
H -2.023 -3.157 -4.797 0.23
H 1.077 1.296 0.535 0.23
H 2.119 -0.113 0.279 0.29
H -0.026 -1.445 -2.254 0.45
H 0.535 -2.974 -1.582 0.48
H -1.455 -3.555 -2.595 0.50
H -1.931 -3.400 -0.917 0.10
H -2.256 -1.301 -3.077 0.51
```

Its structure (SMILES) is CNC(=O)[C@H](CCSC)NC(C)=O.O=C(O)c1ccccc1NCc1ccco1. As for the HOMO energy: -8.162 eV. For the HOMO-LUMO gap, the calculation gives 8.6 eV.


2.
# C20H25IN4O3Ti

A structure of composition C20H25IN4O3Ti (ωB97M-V with the def2-TZVPD basis set, the OMol25 dataset).

```
54
Properties=species:S:1:pos:R:3:mulliken_charge:R:1
C 2.329 -1.496 -3.068 -0.66
C 1.009 -2.248 -3.239 -0.46
H 2.356 -0.572 -3.664 0.21
H 3.167 -2.110 -3.427 0.37
H 2.530 -1.233 -2.025 -0.02
H 0.096 -1.640 -3.107 -0.06
H 0.948 -2.648 -4.255 0.36
H 0.947 -3.094 -2.547 0.24
C 0.409 2.961 -0.751 -0.34
C 0.068 4.235 -0.320 -0.86
C -1.287 4.585 -0.272 -0.56
C -2.269 3.641 -0.559 -0.63
H 1.430 2.616 -0.923 0.52
H 0.871 4.918 -0.039 0.42
H -1.583 5.598 0.004 0.39
H -3.337 3.823 -0.461 0.34
N -0.558 2.074 -1.019 0.45
C -1.885 2.360 -0.971 0.69
C -2.780 1.223 -1.204 0.68
N -2.181 0.023 -1.527 0.34
C -2.862 -1.146 -1.436 -0.04
C -4.842 0.061 -0.754 -0.42
C -4.190 -1.149 -1.017 -0.85
H -2.312 -2.062 -1.669 0.41
H -4.711 -2.096 -0.887 0.39
C -4.138 1.255 -0.880 -0.91
H -4.580 2.223 -0.649 0.33
H -5.879 0.077 -0.437 0.42
Ti -0.107 0.158 -1.523 -0.13
I 0.391 1.066 -3.914 -0.46
C 3.077 0.623 2.083 -0.95
C 2.034 -0.129 2.886 -0.89
C 1.156 -1.169 2.111 2.65
C 1.800 -2.540 1.857 -0.73
C 3.035 -2.578 0.982 -1.20
C -0.165 -1.431 2.845 -0.51
O -0.570 -2.513 3.234 -0.61
N -0.904 -0.247 2.968 0.00
C -1.205 0.446 1.793 -0.13
O -2.027 1.349 1.779 -0.61
N -0.505 -0.022 0.694 0.03
C 0.661 -0.611 0.812 -0.47
O 1.268 -0.728 -0.350 -0.45
H 3.827 -0.053 1.657 0.24
H 3.598 1.305 2.767 0.49
H 2.649 1.243 1.280 0.06
H 2.519 -0.672 3.710 0.39
H 1.352 0.602 3.347 0.47
H 2.015 -3.013 2.831 0.50
H 1.010 -3.141 1.375 0.39
H 3.950 -2.455 1.573 0.30
H 3.054 -3.573 0.510 0.35
H 3.002 -1.831 0.181 0.11
H -1.684 -0.265 3.617 0.37
```

Its multiplicity is 3. As for the HOMO energy (spin up / spin down): -5.793 / -7.889 eV. For the HOMO-LUMO gap (spin up / spin down), the calculation gives 5.1 / 7.2 eV.


3.
# C11H12Cl2N2O2

An isolated molecule of C11H12Cl2N2O2 (ωB97M-V with the def2-TZVPD basis set, the OMol25 dataset).

```
29
Properties=species:S:1:pos:R:3:mulliken_charge:R:1
O -2.206 0.297 0.217 -0.59
Cl 0.563 4.076 2.926 -0.19
Cl 3.071 -0.856 3.097 -0.20
N -1.410 -0.709 -2.309 -0.74
O 2.616 1.929 3.844 -0.50
C -1.019 0.115 -0.059 0.19
C -0.807 -1.242 -3.350 -0.08
C -0.134 1.956 1.426 -0.44
C 1.086 -0.148 1.354 -0.54
C 0.788 2.479 2.342 0.33
C 1.909 0.267 2.368 0.12
C 1.746 1.578 2.919 0.18
C -0.039 0.619 0.975 0.40
N -0.597 -0.487 -1.216 0.28
C 2.253 1.539 5.172 -0.82
C -2.436 -2.612 -4.655 -1.03
C -1.470 -1.417 -4.669 -0.42
H 0.103 -1.859 -3.305 0.29
H -1.012 2.610 1.214 0.39
H 1.226 -1.096 0.918 0.58
H 0.393 -0.627 -1.364 0.31
H 2.990 2.009 5.801 0.28
H 2.171 0.501 5.371 0.34
H 1.259 1.864 5.427 0.34
H -2.862 -2.668 -5.695 0.28
H -3.237 -2.345 -3.981 0.32
H -2.192 -3.666 -4.409 0.33
H -2.056 -0.561 -4.989 0.26
H -0.696 -1.544 -5.369 0.33
```

Its structure (SMILES) is CC/C=N/NC(=O)c1cc(Cl)c(OC)c(Cl)c1. As for the HOMO energy: -9.093 eV. For the HOMO-LUMO gap, the calculation gives 9.4 eV.


4.
# C5H8N2

An isolated molecule of C5H8N2 (ωB97M-V with the def2-TZVPD basis set, the OMol25 dataset).

```
15
Properties=species:S:1:pos:R:3:mulliken_charge:R:1
C -0.561 1.322 -0.196 -1.27
C -0.299 -0.176 -0.117 1.38
C -1.344 -1.120 0.451 -1.30
N 0.528 -0.768 -1.156 -0.67
C 1.136 -0.546 0.154 -0.35
C 2.134 0.482 0.313 0.05
N 3.061 1.159 0.426 -0.46
H 0.343 1.845 0.212 0.33
H -1.444 1.620 0.378 0.34
H -0.682 1.673 -1.225 0.30
H -2.142 -1.339 -0.266 0.28
H -0.865 -2.072 0.703 0.35
H -1.792 -0.713 1.363 0.36
H 0.837 -0.060 -1.819 0.32
H 1.389 -1.438 0.721 0.35
```

Its structure (SMILES) is CC1(C)N[C@H]1C#N. As for the HOMO energy: -9.997 eV. For the HOMO-LUMO gap, the calculation gives 10.9 eV.


5.
# C5H4F4N3

A cluster of 2 separate species, C5H4F4N3 in total (ωB97M-V with the def2-TZVPD basis set, the OMol25 dataset).

```
16
Properties=species:S:1:pos:R:3:mulliken_charge:R:1
C -2.157 -1.315 1.747 0.14
C -1.656 0.019 1.826 -0.02
C -1.263 -1.412 -0.287 -0.14
C 2.526 0.873 -0.838 0.42
C 1.572 1.320 -1.936 0.27
N -2.000 -1.925 0.652 -0.27
N -0.775 -0.190 -0.237 0.04
N -0.972 0.449 0.835 0.06
F 2.373 -0.399 -0.508 -0.22
F 2.241 1.584 0.267 -0.25
F 1.518 0.733 -3.052 -0.22
F 0.595 2.090 -1.671 -0.21
H -2.646 -1.681 2.707 0.35
H -1.798 0.586 2.807 0.36
H -1.174 -1.948 -1.177 0.46
H 3.614 1.216 -1.133 0.23
```

Its net charge is +1. Its multiplicity is 3. As for the HOMO energy (spin up / spin down): -10.964 / -15.524 eV. For the HOMO-LUMO gap (spin up / spin down), the calculation gives 4.8 / 6.8 eV.


6.
# C42H50GeN3O4PtSi

A structure of composition C42H50GeN3O4PtSi (ωB97M-V with the def2-TZVPD basis set, the OMol25 dataset).

```
102
Properties=species:S:1:pos:R:3:mulliken_charge:R:1
Pt 0.270 -0.300 0.007 2.65
C 3.982 -3.251 0.375 -0.91
N 2.687 -3.896 0.569 0.48
C 2.667 -5.262 1.062 -1.17
C 1.597 -3.170 0.340 0.28
O 1.714 -2.008 -0.090 -1.01
C 0.242 -3.763 0.711 -2.09
O -0.754 -2.869 0.297 0.01
C -1.867 -2.764 1.145 -1.21
C -1.477 -2.024 2.434 0.82
O -0.367 -1.508 2.520 -0.76
N -2.397 -1.980 3.411 0.18
C -2.094 -1.303 4.664 -1.15
C -3.712 -2.589 3.278 -0.99
H 4.755 -3.900 0.778 0.48
H 4.170 -3.072 -0.682 0.25
H 4.004 -2.292 0.891 0.18
H 2.850 -5.297 2.138 0.31
H 1.718 -5.743 0.844 0.41
H 3.445 -5.832 0.556 0.44
H 0.082 -4.732 0.231 0.53
H 0.252 -3.895 1.798 0.80
H -2.597 -2.155 0.606 0.33
H -2.318 -3.739 1.355 0.52
H -1.057 -0.984 4.649 0.32
H -2.737 -0.430 4.788 0.37
H -2.255 -1.982 5.502 0.39
H -4.150 -2.388 2.301 0.36
H -3.684 -3.668 3.444 0.28
H -4.369 -2.150 4.025 0.37
C 0.310 2.369 3.449 -1.22
Si 1.127 1.946 1.814 0.62
C 2.268 3.331 1.285 -0.76
C 2.210 0.427 2.016 -1.04
N -0.135 1.542 0.639 0.34
C -1.177 2.401 0.419 1.20
C -1.137 3.767 0.784 -0.57
C -2.161 4.643 0.490 -1.03
C -3.296 4.223 -0.196 -0.79
C -3.387 2.890 -0.549 -0.60
C -2.360 2.023 -0.221 0.12
O -2.545 0.647 -0.541 -0.03
C -2.469 0.449 -1.840 -0.59
C -1.216 0.760 -2.540 1.28
C -1.320 0.666 -3.997 -0.79
C -2.385 0.103 -4.614 -0.75
C -3.478 -0.356 -3.840 -0.58
C -3.522 -0.203 -2.476 -0.73
H 0.916 1.989 4.276 0.45
H -0.677 1.908 3.520 0.26
H 0.190 3.443 3.596 0.37
H 3.148 3.335 1.935 0.39
H 1.825 4.325 1.331 0.45
H 2.617 3.156 0.269 -0.20
H 2.903 0.623 2.839 0.57
H 2.804 0.238 1.118 0.07
H 1.653 -0.477 2.274 0.21
H -0.263 4.146 1.292 0.17
H -2.065 5.679 0.790 0.44
H -4.092 4.912 -0.439 0.42
H -4.263 2.500 -1.052 0.49
H -0.748 1.690 -2.218 0.37
H -0.494 1.034 -4.585 0.86
H -2.412 0.011 -5.690 0.50
H -4.324 -0.806 -4.346 0.47
H -4.379 -0.509 -1.892 0.60
C -0.261 -0.469 -1.914 -1.65
Ge 1.372 -1.003 -2.984 2.46
C 1.164 -0.799 -4.925 -0.48
C 0.315 -1.635 -5.650 -0.37
C 0.159 -1.478 -7.019 -0.89
C 0.859 -0.480 -7.687 -0.56
C 1.722 0.347 -6.983 -0.84
C 1.876 0.185 -5.611 -0.28
C 2.882 0.119 -2.496 1.01
C 2.648 1.456 -2.181 -0.17
C 3.702 2.329 -1.945 -0.98
C 5.010 1.874 -2.000 -0.86
C 5.261 0.545 -2.307 -0.86
C 4.205 -0.319 -2.561 -0.77
C 1.490 -2.953 -2.765 0.38
C 0.313 -3.700 -2.693 -0.14
C 0.338 -5.087 -2.623 -1.14
C 1.550 -5.762 -2.620 -0.72
C 2.730 -5.038 -2.710 -0.94
C 2.696 -3.653 -2.792 -0.80
H -0.949 -1.323 -1.938 0.51
H -0.228 -2.428 -5.145 0.49
H -0.499 -2.138 -7.569 0.45
H 0.742 -0.358 -8.756 0.41
H 2.282 1.114 -7.502 0.44
H 2.557 0.835 -5.073 0.44
H 1.633 1.836 -2.114 0.26
H 3.500 3.367 -1.716 0.64
H 5.831 2.554 -1.813 0.39
H 6.279 0.184 -2.367 0.42
H 4.435 -1.341 -2.831 0.36
H -0.651 -3.205 -2.685 0.39
H -0.592 -5.641 -2.578 0.48
H 1.574 -6.843 -2.570 0.41
H 3.682 -5.555 -2.734 0.51
H 3.634 -3.123 -2.889 0.54
```

Its net charge is +1. As for the HOMO energy: -9.234 eV. For the HOMO-LUMO gap, the calculation gives 5.3 eV.


Number 1: E -46721.051 eV. Number 2: E -64467.440 eV. Number 3: E -43719.443 eV. Number 4: E -8293.565 eV. Number 5: E -20576.573 eV. Number 6: E -124659.677 eV.